[1]
{"formula": "C39H78O39", "method": "ωB97M-V/def2-TZVPD", "elements": ["O", "O", "O", "O", "O", "O", "O", "O", "O", "O", "O", "O", "O", "O", "O", "O", "O", "O", "O", "O", "O", "O", "O", "O", "O", "O", "O", "O", "O", "O", "O", "O", "O", "O", "O", "O", "O", "O", "O", "C", "C", "C", "C", "C", "C", "C", "C", "C", "C", "C", "C", "C", "C", "C", "C", "C", "C", "C", "C", "C", "C", "C", "C", "C", "C", "C", "C", "C", "C", "C", "C", "C", "C", "C", "C", "C", "C", "C", "H", "H", "H", "H", "H", "H", "H", "H", "H", "H", "H", "H", "H", "H", "H", "H", "H", "H", "H", "H", "H", "H", "H", "H", "H", "H", "H", "H", "H", "H", "H", "H", "H", "H", "H", "H", "H", "H", "H", "H", "H", "H", "H", "H", "H", "H", "H", "H", "H", "H", "H", "H", "H", "H", "H", "H", "H", "H", "H", "H", "H", "H", "H", "H", "H", "H", "H", "H", "H", "H", "H", "H", "H", "H", "H", "H", "H", "H"], "positions_angstrom": [[-3.6924, -4.3068, -3.7666], [2.9075, 3.8006, 1.4551], [1.5588, 3.4706, 3.2796], [-3.2385, 3.6395, 7.3319], [-2.2103, 3.7416, -4.3471], [-1.7202, -3.2898, -4.2478], [-3.6599, 0.1095, 5.9109], [1.7024, 0.2431, 0.2504], [5.0636, -2.7563, -3.3001], [2.0724, -5.5217, -8.0341], [-5.0837, 1.3991, 4.6834], [6.6112, 1.2823, 1.3685], [5.4230, 0.3491, -0.3240], [-5.9311, 0.4819, 6.3926], [0.3580, 0.1328, -1.5824], [-2.5063, 5.4535, 2.2967], [-2.1612, 0.0238, -4.4473], [3.3862, -2.1370, 5.1850], [1.9161, -3.6959, -6.8966], [-4.2676, -0.0741, -5.4497], [-2.1177, 6.0020, -3.9230], [-1.7027, 4.6183, -2.2723], [0.8473, -3.4333, 1.8806], [-2.3430, -1.0887, -6.3000], [1.8758, -0.4705, 5.2608], [-0.8031, -5.0536, 1.8412], [0.4115, -3.9202, -8.5295], [3.0795, -3.4403, -4.1067], [-3.9451, 4.8830, 0.8059], [-1.5340, 3.1043, 6.0923], [-2.7206, -3.2836, -2.1257], [6.9361, -0.7792, 0.4892], [3.7878, 3.2344, 3.2815], [-1.6862, 2.1954, 8.1507], [-0.5246, 0.6263, 0.2770], [-1.2692, -3.2336, 2.8446], [4.8945, -4.6935, -4.4063], [2.5080, -1.0461, 3.2756], [-2.5130, 3.3054, 1.6619], [-0.1816, -6.0502, 1.0477], [-2.6988, 0.7510, -3.3171], [1.6169, -0.4438, 6.6773], [-3.9963, 3.7219, 8.5146], [-1.0107, -1.9920, 3.5016], [4.6181, -1.5368, -2.8298], [-1.3548, 5.2468, 3.1881], [-0.5490, 2.1653, 5.6826], [-2.1521, 2.9817, 7.3010], [-2.9665, 4.4369, 1.6067], [4.2534, -3.5947, -4.0335], [2.6551, -1.2867, 4.6325], [0.5952, 0.3036, -0.3502], [3.3437, -1.5728, 2.3317], [1.3680, -4.3585, -7.8521], [-3.8923, -4.6842, -5.1583], [1.8557, 4.1081, 0.5962], [-5.8550, 0.1147, 7.7813], [1.2505, -2.4921, -6.4163], [-2.0706, 4.6768, -3.5937], [-4.7779, 0.5935, 5.6799], [-0.2900, -3.8886, 2.2059], [-4.8241, 3.8661, 0.2803], [-3.0241, -0.3776, -5.3903], [1.4581, -0.0851, -2.4574], [4.5914, 1.5037, -0.5790], [8.0262, -1.2626, 1.2705], [-2.6254, -3.5961, -3.4384], [4.2293, -5.7526, -5.0617], [-0.3743, 1.0754, 1.6013], [-1.8487, -2.2412, -1.6221], [-4.1428, 1.6261, 3.6382], [6.3198, 0.3359, 0.6870], [1.8547, -6.3467, -9.2000], [-2.9761, -1.7254, -7.3695], [2.6001, 3.5235, 2.7417], [-1.6069, 3.3312, -1.6878], [3.8663, 2.9186, 4.6326], [-1.6642, 6.3923, -5.2354], [-2.2884, -1.9441, -0.6700], [-1.8326, 0.8676, -2.6658], [0.3080, 0.5156, 2.2410], [-3.1474, 1.6565, -3.7256], [-4.2274, 0.7762, 2.9609], [4.8590, 3.1794, 4.9995], [-0.7615, 1.1956, 6.1326], [7.6733, -1.2726, 2.3018], [3.7941, 1.8412, 4.7808], [-1.7260, 4.5401, 3.9304], [-0.0346, -5.6591, 0.0409], [-0.2973, -2.2961, 4.2676], [1.6995, -1.1225, -2.2259], [-4.7365, 4.5030, 8.3414], [1.5657, 3.2858, -0.0578], [4.0399, -5.6687, -6.1318], [0.9243, 4.4343, 1.0591], [0.0774, 2.0670, 1.5690], [-4.5472, 2.8156, 8.7660], [3.2771, -6.0637, -4.6319], [0.6121, -0.2310, 7.0423], [-1.2003, 3.4821, -0.6878], [-2.3812, -2.6283, -7.5074], [-2.7601, -1.0694, -8.2128], [1.2866, -0.0717, -3.5337], [8.1941, -2.2961, 0.9677], [-3.1887, 1.8373, 4.1211], [3.2886, -1.0576, 1.3727], [-1.7547, -1.4054, -2.3155], [5.4310, -0.9627, -2.3853], [-4.3804, 2.4640, 2.9828], [-0.8420, -6.9144, 0.9770], [1.6894, -2.2743, -5.4426], [2.3781, 0.4767, -2.2958], [2.6403, -7.0741, -9.4044], [0.1721, -2.5705, -6.2781], [0.4148, 2.3196, 6.1679], [-3.2925, -4.1771, -5.9141], [-4.2485, 3.2447, -0.4056], [-4.9288, -4.6221, -5.4898], [3.1982, -2.6477, 2.2246], [-5.2321, 3.2789, 1.1031], [1.7884, -1.4350, 7.0972], [2.4369, 0.1866, 7.0210], [0.9795, -6.9963, -9.2078], [-2.5384, 2.7796, -1.5607], [2.1708, 4.8656, -0.1214], [1.4116, -1.6469, -7.0854], [-0.4849, 1.9046, 4.6262], [3.8654, -1.6819, -2.0548], [-6.6619, 0.6629, 8.2677], [4.3827, -1.4556, 2.6396], [0.7405, -6.2949, 1.5750], [-1.0209, 6.2165, 3.5574], [-3.6262, -5.7396, -5.2161], [-4.0373, -1.8371, -7.1473], [4.1472, -0.9264, -3.6003], [-1.9172, -1.5509, 3.9160], [4.1559, 1.5917, -1.5744], [-0.9099, 2.7124, -2.2530], [-5.6790, 4.3057, -0.2336], [4.9252, -6.5703, -4.8743], [3.0879, 3.4506, 5.1795], [3.7517, 1.4876, 0.1158], [-0.4690, 4.8077, 2.7293], [-3.4686, 3.9681, 9.4361], [-4.9095, 0.2874, 8.2954], [-0.6127, 6.1382, -5.3694], [1.8224, -5.7872, -10.1349], [-2.2070, 5.9250, -6.0571], [-1.7934, 7.4636, -5.3894], [8.9101, -0.6491, 1.0960], [-1.3232, 1.0809, 2.1375], [-3.5821, 0.3033, -2.8616], [-6.0470, -0.9575, 7.8227], [-0.6085, -1.2956, 2.7658], [-0.8708, -2.7203, -1.5749], [5.1461, 2.3974, -0.2935]], "relative_energy_kj_mol": 548.3, "e_lumo_ev": 0.44, "energy_ev": -121555.1877, "fmax_ha_per_bohr": 0.12715, "homo_ev": -10.3, "homo_lumo_gap_ev": 10.8}

---

[2]
{"formula": "C39H80N2O16Si", "method": "ωB97M-V/def2-TZVPD", "elements": ["Si", "O", "O", "O", "O", "O", "O", "O", "O", "O", "O", "O", "O", "O", "O", "O", "O", "N", "N", "C", "C", "C", "C", "C", "C", "C", "C", "C", "C", "C", "C", "C", "C", "C", "C", "C", "C", "C", "C", "C", "C", "C", "C", "C", "C", "C", "C", "C", "C", "C", "C", "C", "C", "C", "C", "C", "C", "C", "H", "H", "H", "H", "H", "H", "H", "H", "H", "H", "H", "H", "H", "H", "H", "H", "H", "H", "H", "H", "H", "H", "H", "H", "H", "H", "H", "H", "H", "H", "H", "H", "H", "H", "H", "H", "H", "H", "H", "H", "H", "H", "H", "H", "H", "H", "H", "H", "H", "H", "H", "H", "H", "H", "H", "H", "H", "H", "H", "H", "H", "H", "H", "H", "H", "H", "H", "H", "H", "H", "H", "H", "H", "H", "H", "H", "H", "H", "H", "H"], "positions_angstrom": [[2.8753, 0.2688, -1.4776], [-8.4381, 3.0146, 4.5579], [2.2722, -8.4320, 9.7666], [6.0271, -0.7594, -3.6348], [1.2361, -5.0905, 6.4459], [-2.5401, 2.9782, 3.2271], [4.2680, 3.2983, -5.1132], [-10.4501, 3.6022, 3.7639], [2.1384, 5.2582, -9.6841], [3.2676, 1.9960, -6.6387], [1.5552, 4.2179, -11.5818], [-4.5521, 3.5659, 2.4331], [4.0365, -7.3796, 8.8703], [-2.0177, -1.6923, 1.9311], [-2.8602, -1.1723, -0.2913], [5.2630, -0.7550, -2.5737], [1.7970, -3.7267, 4.7579], [2.4606, -1.2830, -4.6909], [-0.9013, 2.5875, -4.2847], [1.4361, 2.4190, -3.0227], [3.4629, -6.9875, 11.2290], [1.2874, 4.2013, -12.9964], [-0.6433, -1.7353, 2.4552], [-6.5659, 4.6469, 3.2721], [2.2472, -3.5310, -3.4402], [2.1551, -1.8616, -3.4839], [2.5272, 3.8123, -13.7770], [2.3117, 1.7685, -7.6912], [3.9184, -1.4769, 0.7465], [1.8737, 1.9548, -1.5126], [3.1965, -7.6303, 9.8986], [0.9079, -7.4784, 6.7898], [1.6713, -1.0916, -2.1197], [3.1026, -1.9258, 2.1333], [-12.4639, 4.6832, 4.6029], [3.0828, 4.4408, -6.8258], [2.0883, 5.2644, -10.9137], [-4.3761, 2.5918, 4.6839], [3.5591, 3.2071, -6.1151], [5.0308, -6.3381, 8.8616], [3.4267, 0.0407, 0.3688], [-1.5304, 0.7587, 0.7123], [-9.6570, 3.0685, 4.7189], [0.3878, -6.0800, 7.0577], [2.7009, 6.3906, -11.6951], [-3.7590, 3.0321, 3.3881], [1.7895, -2.8272, 1.7140], [2.9440, 1.9837, -9.0519], [6.3082, -6.8045, 9.5312], [-11.8890, 3.5521, 3.7736], [-2.1582, -0.7605, 0.8011], [0.1009, 1.6706, -3.6185], [-5.9910, 3.5158, 2.4427], [-10.2741, 2.6281, 6.0148], [1.1415, -4.6878, 5.1596], [4.4798, 0.4946, -2.5196], [0.4734, -1.9410, 1.2727], [0.2978, -5.4853, 4.2077], [1.9984, 0.7228, -7.6030], [2.1613, -3.9901, -4.5388], [4.0413, -7.6738, 11.8506], [2.7355, -0.9761, 2.7564], [-2.3540, 1.5590, 0.9971], [2.5313, 7.3233, -11.1480], [-0.6536, -5.9498, 6.7490], [-6.3478, 2.5326, 2.7634], [4.2888, 0.9870, -3.5775], [7.0784, -6.0303, 9.4738], [1.6282, -1.9258, -1.2670], [3.8738, 4.8041, -7.4849], [-12.2458, 2.5690, 4.0942], [-12.1049, 5.6492, 4.2332], [-6.3112, 3.6359, 1.4022], [2.8541, 5.2049, -6.0763], [3.8911, -2.5051, 2.7970], [0.5655, -0.7241, -2.2639], [0.9120, -7.7089, 5.7211], [6.6835, -7.7127, 9.0484], [5.0737, -1.4156, 1.0380], [0.2923, -8.2233, 7.3016], [-0.5837, 0.8650, 1.4089], [4.3579, 0.7562, 0.5502], [3.7303, -2.2015, -0.1528], [-0.0460, -2.5410, 0.3815], [0.3925, 0.7968, -4.3735], [-0.4536, 1.1529, -2.7132], [-5.4153, 2.2793, 4.5919], [2.3278, -0.2543, -4.5766], [-7.6587, 4.6376, 3.2318], [-0.5106, -2.6456, 3.2049], [1.1602, 3.5779, -2.9502], [2.9058, 2.8434, -13.4354], [0.4164, -5.8875, 8.1356], [5.6768, -1.5314, -4.1855], [3.1920, -3.9217, -2.8698], [1.2672, -3.9191, -2.8809], [1.4123, 2.3732, -7.5424], [1.5013, -3.5012, 2.6331], [1.9416, -7.5750, 7.1375], [0.8789, 1.7285, -0.9057], [3.9796, -6.0314, 11.1594], [3.3357, 4.5344, -13.6352], [0.5119, 3.4442, -13.1550], [0.7623, -0.8895, 0.8155], [-4.2986, 3.4012, 5.4126], [-12.1561, 4.6123, 5.6496], [5.2379, -6.1177, 7.8089], [-1.8358, 2.0808, -4.2559], [6.1446, -7.0516, 10.5836], [-6.2069, 5.6129, 2.9023], [3.7744, 6.2177, -11.7938], [-11.3133, 2.3156, 5.9227], [2.5594, 0.4379, 1.0814], [2.3053, 3.7476, -14.8458], [-0.1498, -4.7977, 3.4832], [2.1206, -3.4884, 0.7849], [2.2304, 1.7569, -9.8488], [-13.5566, 4.6739, 4.5627], [-3.8263, 1.7189, 5.0497], [2.4544, 2.7699, -0.9062], [0.8609, 5.1530, -13.3267], [2.5024, -6.7809, 11.7115], [-12.2092, 3.6722, 2.7331], [3.2872, 3.0141, -9.1784], [2.3662, 2.3408, -3.7517], [-6.2582, 4.5760, 4.3188], [-9.7243, 1.7553, 6.3805], [-0.5315, -6.0051, 4.6853], [4.6371, -5.4155, 9.2979], [-0.3972, -0.7529, 3.0415], [-10.1966, 3.4375, 6.7434], [-1.1646, 0.9933, -0.3985], [5.1564, 1.2815, -1.9304], [-0.7055, 2.6564, -5.3272], [2.1679, 4.2929, -7.3976], [0.9296, -6.2047, 3.6831], [2.2599, 6.5322, -12.6808], [3.8228, 1.3416, -9.1710]], "relative_energy_kj_mol": 475.6, "e_lumo_ev": 0.57, "energy_ev": -85347.7495, "smiles": "[H]/N=C(/C)C[Si@@](CCCN)(CCCCCCOC(C)=O)COO.CCOC(C)=O.CCOC(C)=O.CCOC(C)=O.CCOC(C)=O.CCOC(C)=O.CCOC(C)=O", "fmax_ha_per_bohr": 0.17148, "homo_ev": -8.6, "homo_lumo_gap_ev": 9.2}

---

[3]
{"formula": "C39H81F9N4O7", "method": "ωB97M-V/def2-TZVPD", "elements": ["F", "F", "F", "F", "F", "F", "F", "F", "F", "O", "O", "O", "O", "O", "O", "O", "N", "N", "N", "N", "C", "C", "C", "C", "C", "C", "C", "C", "C", "C", "C", "C", "C", "C", "C", "C", "C", "C", "C", "C", "C", "C", "C", "C", "C", "C", "C", "C", "C", "C", "C", "C", "C", "C", "C", "C", "C", "C", "C", "H", "H", "H", "H", "H", "H", "H", "H", "H", "H", "H", "H", "H", "H", "H", "H", "H", "H", "H", "H", "H", "H", "H", "H", "H", "H", "H", "H", "H", "H", "H", "H", "H", "H", "H", "H", "H", "H", "H", "H", "H", "H", "H", "H", "H", "H", "H", "H", "H", "H", "H", "H", "H", "H", "H", "H", "H", "H", "H", "H", "H", "H", "H", "H", "H", "H", "H", "H", "H", "H", "H", "H", "H", "H", "H", "H", "H", "H", "H", "H", "H"], "positions_angstrom": [[3.6208, 4.5900, -7.6260], [-0.6650, 2.2586, 6.9536], [4.2202, -1.1223, -0.2123], [1.5150, 4.7192, -8.0784], [2.4150, 2.7832, -7.7294], [5.6170, -0.1916, -1.5716], [5.4539, 0.5136, 0.4594], [-0.4519, 2.1656, 4.7866], [-2.3803, 2.6091, 5.6787], [0.5903, 0.7793, 1.4367], [-2.2923, 0.0119, 4.8090], [-1.1904, -0.3389, 6.7234], [3.0395, 4.2402, -5.0439], [3.7066, 2.1509, -0.3820], [0.8672, 4.0323, -5.6067], [2.8712, 0.7046, -1.8862], [-2.6468, 5.4836, 1.4618], [2.7478, -3.3572, 4.0378], [-4.5742, -3.0450, -0.3470], [2.9839, -2.3957, -4.7556], [-5.4064, -4.0890, -0.8688], [2.6536, 3.0647, -0.6402], [2.5545, 4.0976, 0.4662], [-4.1282, 4.0256, 2.8714], [-5.9886, -1.1215, -1.0561], [1.8177, -1.8219, -5.4721], [3.8803, -3.7172, 3.1883], [-2.7037, -1.3729, 4.7712], [4.2943, -3.2041, 6.0457], [-3.2115, -3.4349, -0.0259], [1.9151, -3.7471, -2.9596], [-1.2289, 0.2818, 0.0054], [-1.2561, 1.8860, 5.8299], [0.8789, -1.1911, 0.1515], [2.9657, -3.6737, 5.4431], [1.9543, -1.9074, -6.9683], [2.6468, -2.4556, -3.3341], [-0.9796, 3.6347, 1.6049], [-1.5772, 0.3777, 5.8458], [0.0965, 2.3926, -4.0538], [-4.1942, 7.4066, 1.0903], [0.1055, -0.0045, 0.6509], [5.4676, -2.1707, -4.6490], [2.4315, 4.0855, -7.3539], [4.7692, 0.0448, -0.5742], [-1.4151, 5.0152, 2.0622], [-3.3260, -1.6336, 3.4297], [3.6536, 1.0058, -1.0366], [-3.7222, 4.5267, 1.4960], [3.4503, -4.0090, 1.7515], [-2.9926, 6.8493, 1.8486], [-5.7585, -5.1790, 0.1536], [2.1527, 4.1399, -5.8421], [0.4638, 3.8568, -4.2513], [2.3923, -1.9581, 3.8542], [0.9256, -1.6654, 4.1288], [-4.6178, -1.8152, -1.1092], [-2.3047, -3.7658, -1.2259], [4.1329, -1.4790, -4.9082], [-4.2925, 6.9011, 0.1256], [-3.9345, -1.0862, -0.6630], [-0.7323, 2.1015, -4.6986], [-3.3248, -2.7029, 3.2132], [-5.0006, -4.6037, -1.7705], [-0.9996, 3.5361, 0.5180], [2.5101, -4.6041, -3.2679], [4.6218, -2.2488, 5.6320], [-2.8005, -2.6532, 0.6162], [-4.8849, -5.7229, 0.5056], [-6.4310, -5.8931, -0.3268], [4.6818, -2.9619, 3.2006], [-4.5865, 4.9456, 0.9734], [-6.7387, -1.6268, -1.6671], [0.3186, -2.1388, 3.3564], [-2.7909, -1.1488, 2.6098], [-6.3132, -4.7356, 0.9814], [5.7221, -2.2987, -3.5903], [2.9042, -3.1793, 1.2961], [-0.0771, 2.0384, -3.0395], [-3.1276, 6.8850, 2.9420], [0.8766, -1.0192, -0.9366], [4.2267, -3.0729, 7.1249], [0.0633, 3.5878, 1.9252], [0.8359, -0.5766, 4.0468], [-2.9270, -4.1390, -2.0407], [4.3319, -4.6378, 3.5731], [-5.1387, 7.3018, 1.6207], [1.0095, -1.6608, -7.4643], [-1.6143, -4.5727, -0.9823], [-1.6245, 1.2110, 0.4077], [0.9109, -3.8422, -3.3893], [-3.2591, -4.3149, 0.6233], [-4.9608, 3.3253, 2.7748], [3.5013, 4.6062, 0.6323], [3.5660, -2.4924, -2.7405], [2.2357, -2.9095, -7.2903], [2.6679, -1.1945, -7.3830], [2.6427, -1.6192, 2.8458], [-3.2917, 3.5056, 3.3435], [-6.3499, -3.7181, -1.2709], [1.3017, 4.0910, -3.5949], [-0.3682, 4.5133, -4.0109], [-3.3189, -1.6492, 5.6251], [0.9387, -2.3730, -5.1340], [1.6793, -0.7790, -5.1371], [1.8914, -1.1981, 0.5336], [-1.9645, -0.4980, 0.2132], [-1.4762, 2.7830, 2.0625], [3.0173, -1.2686, 4.4550], [-4.3536, -1.2789, 3.3188], [4.0383, -0.6456, -4.1885], [0.4057, -2.1722, 0.2330], [2.1025, -1.5746, -2.9619], [1.6616, 2.6071, -0.7432], [4.1587, -1.0143, -5.8907], [2.8197, -4.7409, 5.6263], [0.9816, 1.8290, -4.3739], [-5.9481, -0.1053, -1.4583], [-1.1121, 0.3816, -1.0756], [-2.1364, 7.4756, 1.5875], [-1.7519, -2.8930, -1.5719], [2.7624, 3.5281, -1.6283], [-4.3378, -1.8889, -2.1740], [-6.3365, -1.0362, -0.0259], [-1.7842, -1.9602, 4.8530], [2.2251, 3.6061, 1.3804], [2.1559, -3.1977, 6.0055], [-1.4497, 5.0170, 3.1735], [-3.4850, 3.6815, 0.8396], [-4.0372, 8.4479, 0.8055], [5.4921, -3.1745, -5.0755], [2.7645, -4.8548, 1.7100], [-4.4280, 4.8040, 3.5759], [0.6116, -1.9400, 5.1336], [6.2961, -1.5680, -5.0316], [-0.6035, 5.7172, 1.8398], [1.7181, -3.7850, -1.8823], [5.0837, -3.9276, 5.8305], [4.3484, -4.1899, 1.1580], [1.7720, 4.7944, 0.1637]], "relative_energy_kj_mol": 0.0, "e_lumo_ev": 0.32, "energy_ev": -86506.8679, "smiles": "CCOC(=O)C(F)(F)F.CCOC(=O)C(F)(F)F.CCOC(=O)C(F)(F)F.CCN(CC)CC.CCN(CC)CC.CCN(CC)CC.CCN(CC)CC.CC(C)=O", "fmax_ha_per_bohr": 0.03724, "homo_ev": -8.2, "homo_lumo_gap_ev": 8.5}